A cluster of 2 separate species, C6H17N3 in total in a non-equilibrium geometry, computed with ωB97M-V/def2-TZVPD.

The value obtained for the lowest unoccupied orbital energy (spin up / spin down) is -9.35 / -8.58 eV. As for the charge: +2. The gap between HOMO and LUMO (spin up / spin down) comes out at 8.4 / 9.0 eV. For the total energy, the calculation gives -402.2335 Eh. The HOMO energy (spin up / spin down) is -17.7375 / -17.6200 eV.

XYZ file:
```
26
Properties=species:S:1:pos:R:3:forces:R:3
C -0.219 -0.844 0.974 1.7 -0.1 -0.7
C -2.006 -1.497 -0.528 -3.0 -5.1 1.4
C 0.336 -1.613 3.301 -0.7 -3.7 -2.6
C -0.540 1.451 -1.912 -1.8 1.4 -3.0
C 1.377 2.372 -0.576 2.3 0.5 -3.3
C 1.219 0.036 -1.414 4.1 1.7 3.5
N -1.386 -1.338 0.778 -1.9 0.7 1.8
N 0.595 -0.994 1.953 -0.1 0.5 2.1
N 0.955 1.450 -1.654 -1.8 -1.6 -2.9
H -2.169 -2.659 -0.724 0.8 2.2 0.4
H -3.023 -1.175 -0.703 -0.3 0.8 1.0
H -1.476 -1.119 -1.284 2.6 1.4 -2.5
H 1.119 -2.446 3.342 -1.5 0.8 0.4
H -0.720 -1.948 3.228 0.9 -0.4 0.7
H 0.450 -0.966 4.102 0.3 1.7 1.2
H -0.809 0.593 -2.693 0.6 2.1 1.7
H -1.178 1.413 -1.041 0.5 -0.6 0.6
H -0.851 2.477 -2.353 0.8 -1.7 0.3
H 2.034 1.899 0.044 1.9 -1.4 1.5
H 1.848 3.264 -0.954 0.4 0.1 -0.6
H 0.633 2.732 -0.031 -3.9 1.0 2.1
H 2.278 -0.154 -1.060 -1.5 0.1 -0.3
H 0.784 -0.659 -1.999 -1.6 -1.9 -2.0
H -1.951 -1.446 1.690 0.6 -0.1 -2.0
H 1.377 -0.437 2.205 0.9 1.2 -1.5
H 1.322 1.607 -2.692 -0.2 0.4 2.7
```
Positions in Å, forces in eV/Å.